[1]
Molecular formula: C21H39F2IO10S
Method: DFT, wB97M-V/def2-TZVPD

Its charge is 0. As for the HOMO energy: -9.35 eV. For the LUMO energy, the calculation gives 0.35 eV. Its SMILES is CCC(=O)OCC[C@@H](OCC[C@@H](C)I)[C@@H](OC[C@H](C)O)OC(CCF)CCF.O=S1(=O)OCCO1. Its electronic energy is -2471.49480 Eh. The HOMO-LUMO gap is 0.3566 Ha.

The geometry in XYZ format:
```
74
Properties=species:S:1:pos:R:3:forces:R:3
C 4.88103 1.60027 0.41289 0.1422 0.0469 -0.0642
C 4.41718 2.54764 -0.68693 0.0564 -0.0143 0.6844
C 3.63032 3.70779 -0.14558 0.9305 2.4634 3.5972
O 3.88741 4.28569 0.96471 -1.3020 -2.5009 -4.6653
O 2.72628 4.22066 -1.03718 0.4953 0.2280 0.7214
C 1.41876 3.65175 -1.08849 -0.2273 0.0553 -0.1672
C 0.62237 3.86974 0.18768 -0.1251 -0.0453 0.1324
C -0.51043 2.86895 0.38732 0.1123 0.2840 -0.0798
O -1.12922 2.68206 -0.86288 0.0139 -0.0981 -0.3688
C -2.52839 2.79843 -0.89853 -0.2491 0.1693 -0.0471
C -3.14624 1.67357 -1.71085 -0.1788 0.0559 0.2057
C -4.60277 1.42223 -1.32384 -0.1312 0.0092 -0.2932
C -5.50083 1.13857 -2.51411 0.1144 -0.3001 0.0926
I -4.76126 -0.24516 0.02838 -0.2274 -0.1117 0.0212
C -0.08553 1.52270 1.04357 0.2664 0.1059 -0.1243
O -0.74570 1.33296 2.24635 -0.1579 -0.0653 0.4637
C -2.16021 1.29607 2.13033 0.1382 0.1093 -0.0172
C -2.72952 0.57130 3.32938 -0.0279 0.0159 0.1100
C -2.62989 -0.94414 3.19006 -0.1139 0.1378 -0.2072
O -4.06480 1.01452 3.55465 0.2736 0.0589 0.4951
O -0.33208 0.42371 0.21300 -0.1511 -0.0934 0.0142
C 0.78053 -0.18826 -0.40562 0.1473 -0.2341 -0.2515
C 0.44123 -0.39644 -1.86960 -0.1232 0.0484 -0.3281
C -0.73698 -1.33981 -2.15133 0.1650 0.0201 -0.0856
F -1.27266 -1.88077 -0.98733 -0.1608 -0.0413 0.0148
C 1.25662 -1.50007 0.25206 0.2111 0.3209 -0.0134
C 0.92419 -1.64715 1.70853 -0.0080 -0.3318 -0.1796
F 1.56080 -0.64403 2.43890 -0.0445 0.0058 0.0497
H 4.09193 1.39951 1.12955 -0.1481 -0.0735 0.0917
H 5.20902 0.65884 -0.01440 0.0699 -0.1601 -0.0517
H 5.71616 2.03752 0.95149 0.0045 0.0114 0.1413
H 5.29448 3.00947 -1.13892 0.0400 0.0341 -0.2916
H 3.87149 2.03661 -1.47338 -0.1909 0.0290 -0.0998
H 1.44610 2.60703 -1.40127 0.2081 -0.2400 0.1421
H 0.94099 4.19694 -1.89418 -0.0611 -0.0884 -0.1657
H 1.26183 3.88388 1.06675 0.1790 -0.0571 0.0814
H 0.16009 4.85140 0.12215 0.0754 0.2121 0.0784
H -1.21100 3.35425 1.06639 -0.0387 -0.0659 0.1232
H -2.77831 3.76108 -1.34898 -0.1529 0.1653 -0.0267
H -2.95331 2.80038 0.10693 0.0571 -0.0778 0.0580
H -3.13668 1.92945 -2.76781 0.1978 -0.0434 -0.1982
H -2.53816 0.79029 -1.55000 0.0786 -0.1689 -0.1003
H -4.99783 2.26496 -0.76590 -0.0592 0.0610 0.1602
H -5.49477 1.99171 -3.18804 -0.0371 0.1571 -0.0943
H -6.51893 0.91762 -2.20800 -0.1159 0.1110 0.0199
H -5.13528 0.26878 -3.05728 0.0541 -0.0371 -0.1117
H 0.97372 1.57088 1.29823 0.1054 -0.0704 0.0746
H -2.44887 0.79030 1.20967 0.0588 -0.0023 -0.0165
H -2.57288 2.30696 2.12773 -0.0434 0.0960 0.0737
H -2.16710 0.90284 4.19783 0.0608 0.0689 0.1292
H -3.57949 -1.32859 2.81910 -0.0600 -0.1150 0.0675
H -1.87747 -1.20871 2.45248 0.0739 0.0022 0.0378
H -2.38885 -1.42796 4.12860 -0.0588 -0.1205 0.1614
H -4.59321 0.72617 2.81411 -0.3495 -0.1732 -0.4210
H 1.62890 0.50001 -0.39462 0.0234 0.1942 0.1550
H 0.21666 0.57573 -2.30784 -0.0214 0.1095 0.0314
H 1.32687 -0.77053 -2.38051 0.1515 -0.0948 0.0047
H -0.42845 -2.17303 -2.78040 0.0262 -0.1243 0.0138
H -1.53926 -0.82001 -2.66987 -0.1206 0.0559 0.0464
H 0.89050 -2.37006 -0.28529 -0.1980 -0.0918 0.0471
H 2.33960 -1.52882 0.15979 0.1755 -0.0551 -0.0337
H -0.14561 -1.59548 1.88084 -0.0091 0.2682 0.0598
H 1.27569 -2.61284 2.07103 0.1601 0.0263 0.0830
O 4.01622 -4.44400 -1.69041 0.0702 0.0670 0.0045
S 3.34557 -4.80164 -0.49381 0.0052 -0.1681 0.0162
O 3.23027 -3.88742 0.58207 -0.0078 0.1231 0.0297
O 3.95540 -6.17703 0.03562 -0.0115 -0.0822 -0.1524
C 2.92308 -7.16460 0.18749 -0.1143 -0.0089 0.1176
C 1.90576 -6.79225 -0.87344 0.0698 -0.0984 -0.1204
O 1.88797 -5.35616 -0.83426 -0.0429 -0.0187 0.1268
H 2.50761 -7.09100 1.19350 -0.0099 0.0109 -0.0136
H 3.35577 -8.14822 0.03435 0.1158 0.0279 -0.0291
H 0.90797 -7.15890 -0.65501 -0.0612 0.1070 0.0256
H 2.21563 -7.11809 -1.86767 0.0126 -0.0014 0.0148
```
Forces are in eV/Å.

[2]
Molecular formula: C21H39N2O3PtS2
Method: DFT, wB97M-V/def2-TZVPD

Its charge is +2. As for the HOMO energy (spin up / spin down): -13.53 / -13.53 eV. For the LUMO energy (spin up / spin down), the calculation gives -9.10 / -9.17 eV. As for the spin multiplicity: 2. Its electronic energy is -2073.59829 Eh. The HOMO-LUMO gap (spin up / spin down) is 0.1628 / 0.1603 Ha.

The geometry in XYZ format:
```
68
Properties=species:S:1:pos:R:3:forces:R:3
C -4.60346 2.40329 -1.40079 0.1773 -0.0897 -0.0995
C -3.22386 2.79552 -0.85231 -0.0464 -0.4766 -0.2320
C -2.11792 1.76500 -1.17581 -0.4883 -0.0948 0.6838
C -1.46298 1.31499 0.12225 -0.2878 0.5005 -0.4344
O -0.46711 0.31610 -0.07164 0.2036 0.0705 0.1646
C -0.75309 -0.98193 0.42515 0.1001 -0.4975 0.5356
C -0.88243 -1.03115 1.95970 0.2723 0.3097 -0.0422
C 0.22352 -0.41194 2.82039 -0.1667 0.5300 -0.1990
C 0.10631 1.10794 3.05866 0.4796 -0.2827 0.5337
S 1.18824 2.28584 2.15880 -0.5853 -0.1644 -0.5668
C 2.79459 1.70361 2.19241 0.7390 -1.0562 -0.1518
S 3.31988 1.06905 3.65662 0.1024 0.1217 0.3143
N 3.62912 1.74356 1.12809 -1.3635 1.9773 0.3154
C 3.00707 2.12009 -0.16654 0.3157 -0.1429 -1.0148
C 2.93271 3.62888 -0.40980 0.0952 -0.2975 -0.0164
O 4.17603 4.23979 -0.20046 -0.2482 0.4134 0.2887
C 4.53583 4.04242 1.15343 -0.0443 -0.1779 -0.5211
C 4.86737 2.57518 1.30721 0.8881 -0.6119 -0.0004
C -2.04304 -1.58407 -0.15500 1.0651 -0.4597 0.5266
C -1.87036 -2.22505 -1.53936 -1.8344 0.1413 -1.9932
C -3.26128 -2.64435 -2.02740 0.0791 0.4754 0.0852
C -1.26220 -1.34878 -2.63068 1.3108 -0.8800 -0.0472
N -1.09035 -3.48041 -1.26218 -3.6565 -2.8935 5.1361
O -1.78965 -4.50674 -0.93074 3.4092 4.1726 -2.6915
C 0.18348 -3.31445 -0.50360 2.0173 -0.3108 -0.1149
C 0.28065 -4.30072 0.65618 -0.2132 0.0955 -0.0193
C 1.34187 -3.71337 -1.46690 -0.4368 -0.1724 -0.3004
C 0.45020 -1.85702 -0.00912 -0.6875 0.4508 -0.9857
H -4.63827 1.34820 -1.66316 0.0025 -0.1934 -0.0222
H -4.84633 2.95421 -2.30109 -0.1406 0.1059 -0.1190
H -5.38491 2.55414 -0.66653 -0.1759 0.2424 0.0363
H -2.93237 3.76119 -1.24585 -0.0026 0.2826 0.2035
H -3.32640 2.85779 0.22879 0.1787 0.3082 0.1854
H -2.61749 0.88959 -1.57483 0.1556 -0.1459 -0.5246
H -1.37771 2.14913 -1.86774 0.1046 -0.0928 -0.2227
H -1.02480 2.20184 0.58201 0.3107 -0.0800 0.1536
H -2.26406 0.99116 0.78400 0.0063 -0.2605 0.2319
H -0.92484 -2.08608 2.21194 -0.1608 -0.1812 0.1487
H -1.82562 -0.58904 2.27405 -0.2460 -0.0568 0.0254
H 1.22712 -0.67040 2.49736 0.1266 -0.1141 -0.1843
H 0.11467 -0.84281 3.81084 0.0543 -0.1737 0.1304
H -0.88856 1.47119 2.82560 -0.0960 0.2031 -0.1486
H 0.27568 1.31768 4.10671 -0.0910 0.0747 0.1816
H 2.01270 1.70034 -0.28316 -0.0918 -0.2580 0.2561
H 3.62619 1.69891 -0.96804 0.0947 -0.0862 0.3450
H 2.17374 4.06541 0.24191 -0.1371 0.2191 0.0736
H 2.65160 3.79510 -1.44360 -0.0965 0.0390 -0.1392
H 3.70902 4.33236 1.80636 -0.0470 0.1480 0.2102
H 5.39870 4.66098 1.36480 0.1949 0.0231 0.0608
H 5.39275 2.35228 2.22653 -0.2189 -0.1797 0.2970
H 5.53669 2.32167 0.49220 0.0898 -0.2001 -0.0950
H -2.87755 -0.89165 -0.16738 -0.0408 0.1785 -0.2747
H -2.33455 -2.39834 0.50584 -0.2615 -0.0132 0.1831
H -3.88516 -3.00382 -1.22000 -0.0768 -0.4295 0.0406
H -3.20543 -3.34265 -2.85276 -0.0687 -0.2780 -0.0365
H -3.73264 -1.74176 -2.40448 -0.1045 0.0648 -0.0406
H -0.94229 -2.00206 -3.44253 -0.1066 -0.0229 -0.2091
H -1.99306 -0.67519 -3.04811 -0.1285 0.2396 0.1788
H -0.36916 -0.82637 -2.30883 -0.0918 0.3450 0.0148
H 0.24732 -5.32951 0.32523 -0.1584 -0.2040 0.0123
H 1.25394 -4.13012 1.10671 0.0687 -0.0062 0.0531
H -0.47134 -4.10893 1.41287 -0.2993 -0.1628 0.0884
H 0.96205 -4.41881 -2.20270 0.2010 -0.1447 -0.1531
H 2.14882 -4.21000 -0.94098 0.0771 0.1781 0.1416
H 1.63756 -2.81879 -2.07092 0.1327 0.3491 -0.4663
H 1.21055 -1.95221 0.76122 -0.0535 -0.0663 0.1256
H 0.92907 -1.29988 -0.82187 0.0865 -0.0795 0.0160
Pt 3.14525 -1.79603 -1.90692 -0.1860 -0.2224 0.0886
```
Forces are in eV/Å.